The following is a DFT calculation (wB97M-V/def2-TZVPD) of a molecular structure, C12H8N4O3PdS2.

## Properties
highest occupied orbital energy (alpha / beta): -0.0455 / -0.0695 hartree
E_LUMO (alpha / beta): 4.84 / 4.83 eV
orbital gap (alpha / beta): 6.08 / 6.72 eV
largest force on an atom: 1.68 eV/Å

The geometry in ORCA input format:
```
! wB97M-V def2-TZVPD RIJCOSX def2/J DEFGRID3
* xyz -2 3
S 0.59011 -1.39912 -2.04355
H 3.41521 1.80008 -1.43265
C 0.47361 3.64518 -0.24895
H 3.69391 0.30378 -2.11995
C 2.47431 1.24268 0.83935
C -0.94499 -2.69452 -0.23795
N -2.21099 -5.02842 1.96745
O 0.23931 4.81038 0.06805
N 1.20641 1.39678 0.51175
C -0.79559 -1.55412 -1.01205
C 0.52361 2.58478 0.92795
N 3.11971 0.82448 -1.46005
C -3.07619 -1.90112 0.60905
C -4.21189 -2.07992 1.40265
Pd 0.68981 0.96828 -1.60885
C -1.81289 -0.54862 -0.97275
H -3.70249 0.00068 -0.15675
O 0.69691 3.23128 -1.41405
N -5.15919 -2.23292 2.04545
H 4.25621 0.15808 0.23205
H -0.50899 2.35208 1.21875
C -2.92859 -0.75672 -0.17445
C 3.21021 0.26198 -0.10715
H -0.16939 -3.44662 -0.26145
H 2.71551 -0.71802 -0.10015
S -1.72059 0.88718 -1.94455
O 3.09871 1.76658 1.77385
C -2.05599 -2.89122 0.58315
H 1.04551 3.06878 1.76275
C -2.15129 -4.05172 1.35305
*
```

These are the Mulliken partial charges, in e, on atoms 1 to 5:
1 S -0.433
2 H 0.239
3 C 0.689
4 H 0.178
5 C 0.509